[1]
Computed, not measured: 3 unconnected molecules or ions with the total composition C27H56N3O5P, with wB97M-V/def2-TZVPD.

Calculated values
- Lowest unoccupied orbital energy (alpha / beta): 0.71 / -0.02 eV
- Net charge: 0
- 2S+1: 3
- ⟨S²⟩: 2.01
- HOMO-LUMO gap (alpha / beta): 0.3510 / 0.3254 Ha

Geometry (Å):
C1 4.15911 -1.08621 1.12635
C2 4.25813 -2.68151 1.13618
C3 3.15184 -3.22759 0.10751
C4 2.25218 -4.31873 0.79517
N1 0.92301 -4.53061 0.14987
P1 -0.03887 -3.09826 0.13487
C5 -1.84792 -3.57049 0.03993
O1 -2.65249 -2.67568 -0.70685
C6 -2.80809 -1.39870 -0.05379
C7 -4.09413 -1.26648 0.83237
C8 -3.98912 -2.08797 2.19946
C9 0.20646 -2.26703 1.82864
O2 0.44130 -1.05623 1.79615
O3 0.13049 -3.01237 2.86065
H1 3.08717 -0.74405 1.14323
H2 4.67519 -0.62032 2.00909
H3 4.65464 -0.72387 0.18634
H4 4.06044 -3.08433 2.16929
H5 5.25107 -2.99059 0.72830
H6 2.59955 -2.32550 -0.26336
H7 3.63023 -3.70037 -0.79772
H8 2.80665 -5.29895 0.69108
H9 2.18215 -4.15256 1.91075
H10 0.42277 -5.16555 0.79307
H11 0.32182 -2.20992 -0.92907
H12 -2.19820 -3.76830 1.08644
H13 -1.89372 -4.56532 -0.49775
H14 -2.90099 -0.62838 -0.87496
H15 -1.93217 -1.07813 0.57233
H16 -4.14685 -0.18407 1.15738
H17 -5.05293 -1.47279 0.28333
H18 -4.24102 -3.16989 1.99666
H19 -2.91087 -2.00007 2.51881
H20 -4.69693 -1.70912 2.97801
C10 -6.97438 4.65565 2.93615
C11 -6.86681 3.40968 2.03104
C12 -8.09777 3.32016 1.11382
C13 -9.35592 2.86289 1.83955
C14 -9.10148 1.53908 2.55182
C15 -7.88939 1.58479 3.49855
N2 -6.67362 2.18354 2.86278
O4 -6.13343 1.25500 2.08257
C16 -8.27029 2.37651 4.77132
C17 -7.63421 0.15695 4.02100
C18 -5.64214 3.72662 1.14753
H21 -7.14718 5.55038 2.33331
H22 -7.79102 4.62402 3.65199
H23 -6.04965 4.81277 3.49699
H24 -7.89786 2.62026 0.29416
H25 -8.28585 4.28913 0.64280
H26 -9.68982 3.62884 2.54579
H27 -10.16768 2.73756 1.11751
H28 -9.99876 1.25270 3.10817
H29 -8.95131 0.76123 1.79449
H30 -7.38293 2.65518 5.34602
H31 -8.89987 1.78004 5.43659
H32 -8.85230 3.27473 4.56914
H33 -7.46215 -0.56086 3.21587
H34 -8.49722 -0.20982 4.57906
H35 -6.77136 0.13253 4.69247
H36 -4.72476 3.75861 1.74019
H37 -5.75917 4.70186 0.66949
H38 -5.50552 3.00031 0.34470
C19 7.14294 -0.40251 -5.70375
C20 6.61385 -0.41379 -4.25350
C21 5.85416 0.89117 -3.96267
C22 6.77159 2.09093 -3.77213
C23 7.80156 1.79920 -2.68705
C24 8.60349 0.51148 -2.94430
N3 7.73628 -0.65726 -3.29710
O5 7.20466 -1.11466 -2.16951
C25 9.63167 0.77146 -4.07006
C26 9.48047 0.23730 -1.70653
C27 5.58605 -1.56457 -4.26718
H39 6.33044 -0.19376 -6.40391
H40 7.89968 0.35138 -5.90197
H41 7.56573 -1.37357 -5.97354
H42 5.24817 0.77207 -3.05690
H43 5.14842 1.10255 -4.77111
H44 7.26074 2.35198 -4.71537
H45 6.17669 2.96225 -3.48443
H46 8.48205 2.65126 -2.60007
H47 7.28079 1.72575 -1.72556
H48 10.03758 -0.16539 -4.46124
H49 10.48202 1.35302 -3.70477
H50 9.23296 1.35338 -4.90006
H51 8.89559 0.14509 -0.78900
H52 10.18206 1.05669 -1.54155
H53 10.06495 -0.67807 -1.83400
H54 6.07455 -2.52906 -4.42566
H55 4.86633 -1.42328 -5.07684
H56 5.00849 -1.62139 -3.34291

Löwdin atomic charge list, values in e, 5 entries:
1 C -0.1114
2 C -0.2154
3 C -0.2077
4 C -0.2805
5 N -0.1952

---

[2]
Computed, not measured: 2 unconnected molecules or ions with the total composition C4H12N2O, with wB97M-V/def2-TZVPD.

Calculated values
- Lowest unoccupied orbital energy: 0.91 eV
- Net charge: 0
- SMILES: CC(N)=O.CCN
- Energy above the lowest of the compared OMol25 structures with the same formula, charge and spin: 0.522 eV
- HOMO-LUMO gap: 0.3807 Ha

Geometry (Å):
C1 0.51224 -0.22857 -1.89839
C2 1.05266 0.86344 -1.00777
N1 2.17194 0.53969 -0.30490
O1 0.47260 1.96994 -0.86752
H1 1.34393 -0.73054 -2.41468
H2 -0.14388 0.23137 -2.62634
H3 -0.05419 -0.96856 -1.31588
H4 2.50351 1.14295 0.42848
H5 2.50884 -0.42779 -0.34865
C3 -1.35576 0.24143 1.87857
C4 -1.85837 -0.98710 1.13261
N2 -0.73994 -1.82747 0.68901
H6 -0.93380 0.97325 1.17910
H7 -2.21617 0.77373 2.39183
H8 -0.53707 0.01341 2.59017
H9 -2.54339 -1.57848 1.75874
H10 -2.43725 -0.67674 0.25200
H11 -0.22951 -2.21067 1.51043
H12 -1.17044 -2.62221 0.21602

Löwdin atomic charge list, values in e, 5 entries:
1 C -0.0254
2 C -0.5742
3 N 0.1440
4 O -0.0187
5 H 0.0801

---

[3]
Computed, not measured: a molecular structure, C39H46CoFN5O3P, with wB97M-V/def2-TZVPD.

Calculated values
- Lowest unoccupied orbital energy (alpha / beta): -2.14 / -2.16 eV
- Net charge: +1
- 2S+1: 4
- ⟨S²⟩: 3.76
- Energy above the lowest of the compared OMol25 structures with the same formula, charge and spin: 0.046 eV
- HOMO-LUMO gap (alpha / beta): 0.3104 / 0.3104 Ha

Geometry (Å):
Co1 1.34672 -0.14256 -0.51071
C1 1.61869 -1.80719 -3.37964
C2 0.21062 -2.30305 -3.08057
C3 -0.76775 -1.16930 -2.94475
C4 -2.06827 -1.28921 -3.42925
C5 -2.91353 -0.19810 -3.38001
C6 -2.43268 0.99790 -2.86445
C7 -1.13844 1.02337 -2.38551
N1 -0.32304 -0.03522 -2.39759
N2 2.41142 -1.45574 -2.18583
C8 3.54883 -0.63427 -2.61201
C9 3.15984 0.81540 -2.72441
C10 3.66073 1.63170 -3.72628
C11 3.31221 2.97228 -3.74529
C12 2.47278 3.45964 -2.75720
C13 2.01647 2.57904 -1.79394
N3 2.34404 1.28730 -1.77519
C14 2.86758 -2.67724 -1.52368
C15 3.56537 -2.37554 -0.22844
C16 4.40934 -3.31836 0.34337
C17 5.08172 -3.00294 1.50768
C18 4.91741 -1.73658 2.04675
C19 4.05566 -0.86357 1.41208
N4 3.36587 -1.17125 0.31217
H1 1.55885 -0.91613 -4.00770
H2 2.16902 -2.56706 -3.95070
H3 0.18816 -2.93124 -2.18688
H4 -0.11859 -2.94249 -3.90079
H5 -2.39394 -2.23071 -3.85125
H6 -3.92539 -0.26894 -3.75803
H7 -3.04542 1.88789 -2.82807
H8 -0.73465 1.92795 -1.94718
H9 3.96327 -0.98977 -3.56315
H10 4.34275 -0.70578 -1.86815
H11 4.31356 1.21420 -4.48113
H12 3.68992 3.62516 -4.52095
H13 2.17322 4.49765 -2.72852
H14 1.37056 2.91103 -0.99357
H15 3.54637 -3.24367 -2.17715
H16 2.00077 -3.30142 -1.30678
H17 4.53476 -4.28243 -0.13188
H18 5.74090 -3.72254 1.97474
H19 5.44729 -1.42612 2.93629
H20 3.92174 0.13766 1.79025
C20 -4.99704 -3.66791 1.65959
C21 -5.24146 -2.23268 1.22613
C22 -6.10347 -1.48884 2.23345
C23 -6.43241 -0.10076 1.71549
C24 -5.17300 0.63350 1.34402
C25 -5.14869 2.00855 1.30614
C26 -3.97543 2.68082 0.97981
F1 -4.00256 4.02353 0.93285
C27 -2.81241 2.01971 0.72057
C28 -2.80400 0.61879 0.76341
C29 -1.54980 -0.08570 0.49134
O1 -0.50584 0.58699 0.28654
C30 -1.64004 -1.49774 0.45266
C31 -2.84269 -2.10224 0.71501
N5 -3.97566 -1.47098 1.02901
C32 -3.98827 -0.07618 1.04875
C33 -0.49344 -2.42517 0.13367
O2 -0.75227 -3.60022 -0.11513
O3 0.68246 -1.92254 0.14216
H21 -5.96035 -4.11596 1.89998
H22 -4.37169 -3.70955 2.55290
H23 -4.54367 -4.28111 0.88318
H24 -5.75768 -2.23046 0.26006
H25 -5.57128 -1.42935 3.18728
H26 -7.01447 -2.06202 2.40266
H27 -6.98124 0.47621 2.46004
H28 -7.08289 -0.18181 0.83925
H29 -6.03982 2.58014 1.53339
H30 -1.90596 2.55176 0.47711
H31 -2.86646 -3.17967 0.66220
C34 4.07310 2.98239 1.03890
C35 3.25606 2.54403 2.25251
P1 1.73321 1.57141 1.81946
C36 1.55100 0.55087 3.34830
C37 0.33232 -0.36859 3.33175
C38 0.42739 2.82125 2.19460
C39 0.32068 3.97756 1.20932
H32 5.00022 3.46918 1.34341
H33 3.51878 3.69001 0.42021
H34 4.33090 2.13124 0.40389
H35 2.95785 3.41150 2.84716
H36 3.86981 1.93015 2.91738
H37 1.51527 1.23605 4.20127
H38 2.45600 -0.04650 3.46752
H39 -0.59605 0.19774 3.23590
H40 0.27455 -0.93803 4.25988
H41 0.38756 -1.07046 2.49914
H42 0.63671 3.20268 3.19838
H43 -0.52083 2.28647 2.24940
H44 1.28061 4.47895 1.06419
H45 -0.38707 4.72809 1.56290
H46 -0.03127 3.63519 0.23427

Löwdin atomic charge list, values in e, 5 entries:
1 Co 0.7265
2 C -0.1568
3 C -0.0930
4 C -0.2562
5 C -0.0052

---

[4]
Computed, not measured: a molecular structure, C41H33F9FeN9OS3, with wB97M-V/def2-TZVPD.

Calculated values
- Lowest unoccupied orbital energy (alpha / beta): -2.41 / -2.41 eV
- Net charge: +1
- 2S+1: 5
- ⟨S²⟩: 6.01
- Energy above the lowest of the compared OMol25 structures with the same formula, charge and spin: 0.000 eV
- HOMO-LUMO gap (alpha / beta): 0.3191 / 0.2835 Ha

Geometry (Å):
Fe1 0.90315 1.27265 2.37069
N1 -1.05234 1.34715 1.72607
S1 -1.89859 0.40187 1.01734
N2 -1.21147 -0.90937 0.26774
S2 -0.51957 -0.92957 -1.10360
N3 0.39114 0.21354 -1.60975
S3 1.76326 0.65273 -0.81009
N4 1.75384 0.93153 0.60636
C1 2.20792 2.07094 -1.80347
C2 3.44228 2.62837 -1.49057
C3 3.83864 3.79516 -2.12088
C4 2.99832 4.40537 -3.04647
C5 1.76057 3.85097 -3.33624
C6 1.35791 2.67676 -2.71242
C7 2.92659 -0.58523 -1.34663
C8 3.27870 -0.70180 -2.68526
C9 4.16829 -1.69471 -3.05438
C10 4.67878 -2.56306 -2.09386
C11 4.31253 -2.43533 -0.76307
C12 3.43700 -1.42790 -0.37603
C13 -1.69087 -1.11083 -2.42774
C14 -2.57687 -2.17660 -2.31806
C15 -3.52460 -2.36282 -3.30787
C16 -3.57819 -1.49089 -4.38933
C17 -2.68588 -0.43532 -4.48493
C18 -1.72695 -0.23854 -3.50002
C19 0.32575 -2.48592 -1.06544
C20 0.33744 -3.24494 0.09202
C21 1.06017 -4.43007 0.09502
C22 1.74088 -4.83393 -1.04236
C23 1.70721 -4.06261 -2.19956
C24 0.99367 -2.87865 -2.21943
C25 -2.87756 1.17888 -0.26092
C26 -4.11122 0.70738 -0.68079
C27 -4.78404 1.39230 -1.68233
C28 -4.22321 2.52613 -2.25286
C29 -2.98531 2.98710 -1.82348
C30 -2.30920 2.31794 -0.81587
C31 -3.04866 -0.50303 2.03020
C32 -3.31440 0.07208 3.26308
C33 -4.16881 -0.57856 4.14129
C34 -4.74359 -1.78685 3.78054
C35 -4.46325 -2.35749 2.54486
C36 -3.60688 -1.72020 1.66357
H1 4.08177 2.15636 -0.75540
H2 4.80351 4.22767 -1.89341
H3 3.31266 5.31401 -3.54295
H4 1.10488 4.32841 -4.05180
H5 0.39151 2.24301 -2.92483
H6 2.86906 -0.02544 -3.42481
H7 4.46614 -1.79480 -4.08931
H8 5.37473 -3.33755 -2.38716
H9 4.71642 -3.10794 -0.01864
H10 3.14991 -1.29020 0.66036
H11 -2.51522 -2.85812 -1.47881
H12 -4.21551 -3.19197 -3.24240
H13 -4.31727 -1.64226 -5.16450
H14 -2.73016 0.23965 -5.32860
H15 -1.02067 0.57456 -3.56010
H16 -0.19430 -2.90790 0.96657
H17 1.09041 -5.03201 0.99279
H18 2.30079 -5.75945 -1.03267
H19 2.24022 -4.38407 -3.08369
H20 0.96679 -2.26334 -3.10939
H21 -4.55706 -0.16640 -0.22620
H22 -5.75397 1.04268 -2.00950
H23 -4.75942 3.05999 -3.02618
H24 -2.55658 3.88264 -2.25395
H25 -1.35947 2.67543 -0.43965
H26 -2.83146 1.00190 3.53086
H27 -4.37446 -0.14610 5.11034
H28 -5.40308 -2.29602 4.46989
H29 -4.90123 -3.30893 2.27579
H30 -3.35705 -2.17255 0.71410
N5 0.83627 5.68404 -0.33454
N6 0.68831 4.97775 0.85070
N7 -0.27148 5.24632 1.70425
C37 -0.10362 4.27093 2.58404
N8 0.91614 3.47014 2.25495
N9 1.41157 3.94325 1.12283
H31 0.72849 6.66838 -0.10704
H32 1.78085 5.50278 -0.66573
H33 -0.71712 4.14205 3.45639
F1 3.52472 -0.14997 3.40587
C38 3.10987 -0.66014 4.57737
F2 3.75569 -1.81820 4.76116
F3 3.50305 0.17894 5.53407
C39 1.55016 -0.82857 4.54947
O1 0.96523 0.17096 3.87815
C40 1.21216 -2.17694 3.84780
F4 1.93851 -2.27405 2.71215
F5 -0.07148 -2.22420 3.48206
F6 1.46515 -3.26321 4.57881
C41 1.00308 -0.84786 6.00606
F7 1.71290 -1.66013 6.80003
F8 -0.26728 -1.27137 6.01701
F9 1.02440 0.37320 6.53236

Löwdin atomic charge list, values in e, 5 entries:
1 Fe 0.7184
2 N -0.3152
3 S 0.7811
4 N -0.3498
5 S 0.8793

---

Q: net charge of number 4 (C41H33F9FeN9OS3)?
A: +1